Record 1
Entry from the Open Molecules 2025 dataset: a structure of composition C38H46As2N2PdSi2 (ωB97M-V/def2-TZVPD).

```
91
Properties=species:S:1:pos:R:3:forces:R:3
Pd -0.621 0.485 0.340 -0.1 -0.1 -0.1
C -0.546 -2.861 -0.495 0.2 0.0 -0.1
C 0.808 -2.502 -1.126 -0.2 0.0 0.2
As 1.552 -0.764 -0.437 0.0 0.1 -0.1
C 3.335 -1.409 0.182 0.0 0.0 0.0
C 4.056 -2.505 -0.290 0.0 0.0 0.0
C 5.279 -2.853 0.269 0.0 0.0 0.0
C 5.804 -2.103 1.314 0.0 0.0 0.0
C 5.101 -1.007 1.793 0.0 0.0 0.0
C 3.875 -0.667 1.234 -0.1 0.1 0.0
C 2.105 -0.112 -2.222 0.2 -0.1 0.1
C 3.381 -0.203 -2.772 0.0 0.0 0.0
C 3.645 0.300 -4.040 0.0 0.0 0.0
C 2.636 0.901 -4.781 0.0 0.0 0.0
C 1.366 1.013 -4.232 0.0 0.0 0.0
C 1.112 0.522 -2.961 -0.2 0.1 0.0
As -1.771 -1.302 -0.470 0.0 0.1 0.1
C -2.591 -1.651 -2.269 0.0 0.1 0.0
C -3.124 -2.877 -2.662 0.0 0.0 0.0
C -3.659 -3.049 -3.931 0.0 0.0 0.0
C -3.673 -1.990 -4.831 0.0 0.0 0.0
C -3.154 -0.761 -4.449 0.0 0.0 0.0
C -2.618 -0.599 -3.176 0.0 0.0 0.0
C -3.276 -2.132 0.509 0.0 -0.1 -0.1
C -4.347 -1.298 0.824 0.0 0.0 0.0
C -5.445 -1.776 1.523 0.0 0.0 0.0
C -5.483 -3.101 1.939 0.0 0.0 0.0
C -4.417 -3.939 1.646 0.0 0.0 0.0
C -3.325 -3.457 0.931 0.0 0.0 0.0
H -0.413 -3.136 0.555 0.0 0.0 0.0
H -0.989 -3.716 -1.015 0.0 0.0 0.0
H 0.707 -2.403 -2.209 0.0 0.0 0.0
H 1.538 -3.288 -0.930 0.0 0.0 0.0
H 3.667 -3.093 -1.115 0.0 0.0 0.0
H 5.825 -3.708 -0.115 0.0 0.0 0.0
H 6.758 -2.375 1.752 0.0 0.0 0.0
H 5.501 -0.414 2.607 0.0 0.0 0.0
H 3.323 0.190 1.615 0.0 0.0 0.0
H 4.184 -0.662 -2.208 0.0 0.0 0.0
H 4.648 0.225 -4.448 0.0 0.0 0.0
H 2.843 1.298 -5.768 0.0 0.0 0.0
H 0.575 1.512 -4.781 0.0 0.0 0.0
H 0.137 0.653 -2.494 0.0 0.0 0.0
H -3.136 -3.709 -1.965 0.0 0.0 0.0
H -4.070 -4.011 -4.219 0.0 0.0 0.0
H -4.091 -2.123 -5.823 0.0 0.0 0.0
H -3.164 0.074 -5.141 0.0 0.0 0.0
H -2.217 0.360 -2.868 0.0 0.1 0.0
H -4.295 -0.252 0.538 0.0 0.0 0.0
H -6.263 -1.107 1.764 0.0 0.0 0.0
H -6.331 -3.473 2.501 0.0 0.0 0.0
H -4.431 -4.971 1.977 0.0 0.0 0.0
H -2.503 -4.129 0.714 0.0 0.0 0.0
C 0.672 -1.841 3.376 0.0 0.0 0.0
Si -0.221 -0.185 3.632 0.1 0.0 0.1
C -2.068 -0.560 3.712 0.0 0.0 0.0
C 0.199 0.266 5.446 0.0 0.0 0.0
N 0.117 0.949 2.454 0.0 0.1 0.1
C 0.994 1.995 2.399 -0.2 -0.2 -0.1
C 2.015 2.217 3.335 0.0 0.0 0.0
C 2.858 3.334 3.300 0.0 0.0 0.0
C 2.699 4.265 2.294 0.0 0.0 0.0
C 1.723 4.050 1.313 0.0 0.0 0.0
C 0.875 2.934 1.294 0.0 0.0 0.0
N -0.055 2.688 0.307 0.2 -0.1 0.0
Si -0.527 3.804 -0.854 -0.1 0.0 0.0
C 0.808 4.422 -2.065 0.0 0.0 0.0
C -1.854 3.104 -2.003 0.1 0.0 -0.1
C -1.311 5.381 -0.128 0.0 0.0 0.0
H 0.383 -2.588 4.123 0.0 0.0 0.0
H 1.755 -1.694 3.443 0.0 0.0 0.0
H 0.455 -2.242 2.383 0.0 0.0 0.0
H -2.279 -1.473 4.280 0.0 0.0 0.0
H -2.479 -0.668 2.708 0.0 0.0 0.0
H -2.587 0.272 4.198 0.0 0.0 0.0
H -0.355 -0.395 6.122 0.0 0.0 0.0
H -0.092 1.298 5.662 0.0 0.0 0.0
H 1.262 0.163 5.677 0.0 0.0 0.0
H 2.139 1.492 4.133 0.0 0.0 0.0
H 3.625 3.457 4.059 0.0 0.0 0.0
H 3.333 5.145 2.239 0.0 0.0 0.0
H 1.634 4.777 0.514 0.0 0.0 0.0
H 1.297 3.561 -2.529 0.0 0.0 0.0
H 1.584 5.011 -1.573 0.0 0.0 0.0
H 0.368 5.034 -2.861 0.0 0.0 0.0
H -1.385 2.461 -2.753 0.0 -0.1 0.0
H -2.358 3.919 -2.537 0.0 0.0 0.0
H -2.596 2.517 -1.460 0.0 0.0 0.0
H -0.642 5.870 0.584 0.0 0.0 0.0
H -2.227 5.114 0.406 0.0 0.0 0.0
H -1.568 6.101 -0.912 0.0 0.0 0.0
```
Forces are in eV/Å.

Calculated total energy, eV: -184047.856
Molar mass, g mol⁻¹: 843.24
Orbital gap, Eh: 0.1557
Energy above the lowest of the compared OMol25 structures with the same formula, charge and spin, eV: 0.297
Maximum force, eV/Å: 0.3
Net charge: -2
Lowest unoccupied orbital energy, eV: 4.4001
Highest occupied orbital energy, eV: 0.16

***

Record 2
Entry from the Open Molecules 2025 dataset: a structure of composition C38H46Br6N4O17 at a distorted geometry (ωB97M-V/def2-TZVPD).

```
111
Properties=species:S:1:pos:R:3:forces:R:3
C -3.032 -7.971 -3.456 -1.4 0.2 1.1
C -2.997 -9.360 -3.492 1.1 1.6 -0.7
C -4.152 -10.038 -3.687 -1.8 -2.5 -0.6
C -5.410 -9.472 -3.795 1.0 1.5 0.5
C -5.450 -8.064 -3.685 -1.3 -0.8 -0.5
C -4.304 -7.334 -3.496 1.6 -0.4 -0.2
N -6.586 -10.349 -3.989 -1.2 -1.7 -1.1
O -7.677 -10.024 -3.520 1.6 0.2 -0.3
O -6.442 -11.411 -4.654 0.3 2.4 1.5
H -2.126 -7.433 -3.222 0.0 0.3 -0.4
H -2.027 -9.830 -3.561 -0.1 -0.4 0.4
H -4.164 -11.109 -3.829 0.4 -0.2 0.1
H -6.361 -7.507 -3.849 -0.3 -0.2 0.2
H -4.402 -6.260 -3.444 0.2 0.1 0.0
C 1.116 -4.660 6.052 -0.5 0.4 -1.6
C 0.733 -4.432 4.708 0.0 3.3 1.6
C 0.453 -5.329 3.736 -0.2 0.7 -0.2
C 0.667 -6.618 4.095 0.3 -1.9 -0.1
C 1.065 -6.936 5.392 -1.0 -0.7 0.0
C 1.169 -5.956 6.390 0.8 -2.2 0.0
N 0.405 -7.720 3.089 -0.2 -0.9 1.1
O 0.379 -8.859 3.556 0.2 0.9 -0.6
O 0.176 -7.447 1.927 0.3 0.3 0.6
H 1.357 -3.950 6.829 -0.3 0.6 -0.5
H 0.525 -3.410 4.429 0.2 0.3 0.1
H 0.036 -4.908 2.834 0.2 -0.7 -0.3
H 1.128 -7.976 5.676 0.2 -0.1 -0.2
H 1.383 -6.245 7.408 0.1 -0.2 0.0
C 0.418 0.970 -0.446 0.6 -1.7 1.5
C 0.666 -0.439 -0.358 0.0 2.6 -0.9
C 0.166 -1.218 -1.379 -0.4 -0.4 -1.1
C -0.688 -0.673 -2.347 -0.8 1.9 0.9
C -1.012 0.747 -2.292 -1.4 -3.1 -1.5
C -0.445 1.526 -1.365 1.6 0.6 1.3
N -1.328 -1.604 -3.353 2.0 0.6 -0.7
O -0.826 -2.723 -3.443 -0.9 0.7 0.4
O -2.121 -1.129 -4.145 -0.1 -0.3 0.7
H 0.851 1.622 0.298 0.2 0.0 0.1
H 1.352 -0.812 0.388 -0.1 -0.1 0.0
H 0.470 -2.245 -1.516 -0.2 -0.2 0.2
H -1.794 1.251 -2.840 0.0 -0.7 -0.8
H -0.600 2.594 -1.334 -0.3 0.0 -0.1
C 2.837 6.025 -3.054 -1.1 0.3 -0.1
C 2.075 6.261 -4.197 1.2 0.6 -0.4
C 2.236 7.491 -4.842 0.0 0.0 -0.9
C 3.190 8.390 -4.438 -0.5 -0.1 2.4
C 3.791 8.217 -3.172 0.6 0.7 -0.4
C 3.595 7.057 -2.473 -0.6 -1.6 -0.5
N 3.405 9.610 -5.200 3.1 1.8 -0.8
O 3.033 9.699 -6.335 -2.1 -1.2 -1.2
O 4.196 10.480 -4.816 -0.6 -1.0 1.9
H 2.691 5.084 -2.544 0.3 -0.1 0.1
H 1.529 5.504 -4.739 -0.4 -0.1 0.5
H 1.683 7.774 -5.725 -0.1 -0.3 -0.2
H 4.438 8.964 -2.735 0.0 0.3 -0.3
H 4.017 6.810 -1.510 0.3 0.6 0.0
C -7.407 6.845 4.331 0.0 0.8 0.3
C -6.766 5.624 3.773 0.0 -1.5 0.3
O -6.053 5.857 2.563 1.3 0.4 -1.1
C -4.702 6.131 2.675 -0.8 0.0 1.6
O -4.115 6.326 3.723 -1.0 -0.3 -1.5
O -4.088 6.181 1.505 0.9 0.5 1.6
C -4.587 5.746 0.298 -0.6 -0.7 -1.6
H -6.630 7.592 4.494 -0.2 0.2 0.3
H -7.974 6.651 5.242 0.5 -0.2 0.3
H -8.185 7.279 3.703 0.3 -0.1 -0.6
H -7.526 4.865 3.586 -0.1 0.1 -0.6
H -6.051 5.083 4.394 -0.1 0.6 0.7
H -3.730 5.343 -0.241 0.0 0.1 -0.1
H -5.003 6.583 -0.263 -0.1 -0.1 0.0
H -5.316 4.938 0.365 -0.1 0.2 0.3
C -3.116 0.861 2.967 0.1 -1.2 0.5
C -2.666 0.588 4.440 0.2 1.7 -2.1
O -1.882 1.813 4.648 -0.1 -0.6 1.3
C -0.543 1.790 4.679 0.0 -3.4 -1.2
O 0.165 0.808 4.430 -0.9 1.5 0.6
O -0.162 2.986 4.923 1.4 2.8 0.9
C 1.245 3.348 4.984 0.0 -1.3 -0.3
H -3.617 1.815 2.802 0.0 0.0 0.5
H -3.769 0.070 2.598 0.0 -0.1 -0.1
H -2.206 0.866 2.366 0.0 -0.1 -0.1
H -2.054 -0.310 4.527 0.0 0.2 0.0
H -3.508 0.582 5.132 0.3 0.2 0.1
H 1.766 2.874 5.816 -0.5 0.2 0.5
H 1.320 4.435 5.019 -0.2 -0.3 -0.1
H 1.765 2.886 4.144 -0.2 0.5 -0.4
C 7.467 3.789 -0.345 -0.5 -1.1 0.8
C 6.486 2.781 -0.949 0.6 -0.1 -0.9
O 5.572 2.123 -0.062 0.0 -0.3 2.2
C 5.947 1.468 1.121 5.8 0.5 -3.2
O 7.092 1.023 1.391 -3.3 1.2 -1.2
O 4.938 1.421 1.865 -2.7 0.2 0.7
C 4.967 0.475 2.892 0.4 -0.2 1.7
H 7.878 3.226 0.494 0.4 0.5 0.3
H 6.953 4.683 0.005 0.1 0.0 0.0
H 8.301 4.061 -0.992 -0.3 -0.1 -0.2
H 6.991 1.987 -1.499 0.3 0.1 0.0
H 5.844 3.301 -1.661 -0.2 -0.2 0.0
H 4.929 -0.537 2.488 -0.6 0.1 0.1
H 4.182 0.814 3.567 -0.3 -0.8 -0.2
H 5.892 0.513 3.467 0.2 0.2 -0.2
C 5.103 -2.059 -2.350 0.9 0.1 -1.4
Br 4.258 -0.856 -3.778 0.2 -1.3 1.5
Br 7.042 -1.739 -2.559 -0.7 -0.3 0.2
Br 4.728 -4.022 -2.532 0.0 1.8 0.1
H 4.887 -1.700 -1.344 -0.5 -0.2 -0.4
C 0.526 -6.260 -7.478 -0.4 -0.3 0.5
Br 1.804 -5.938 -8.950 -0.8 -0.2 1.2
Br 1.326 -6.923 -5.763 -0.3 0.2 -1.3
Br -1.014 -7.353 -8.044 0.9 0.1 0.1
H 0.003 -5.365 -7.140 0.7 0.2 -0.5
```
Forces are in eV/Å.

Calculated total energy, eV: -501159.058
Molar mass, g mol⁻¹: 1310.22
Orbital gap, Eh: 0.3331
Energy above the lowest of the compared OMol25 structures with the same formula, charge and spin, eV: 3.398
Maximum force, eV/Å: 6.7
Lowest unoccupied orbital energy, eV: -0.8860
Highest occupied orbital energy, eV: -9.95